This record from OMol25 describes a molecular structure, C39H58BN8O2SSe4Sn. The level of theory is ωB97M-V with the def2-TZVPD basis set.

Results
- gap between HOMO and LUMO (spin up / spin down) (eV) = 6.44 / 6.55

```
! RIJCOSX wB97M-V def2-TZVPD def2/J DEFGRID3
* xyz 1 1
Sn -0.2658 -0.9551 -1.0979
C 3.6391 1.4465 2.1417
C 2.6781 1.4492 0.9955
C 2.2676 2.5238 0.2236
C 1.3979 2.0028 -0.7397
N 1.2842 0.6830 -0.5563
N 2.0848 0.3485 0.5056
B 2.3502 -1.1281 0.9154
N 2.7084 -1.9135 -0.3561
N 1.8713 -2.0136 -1.4401
C 2.5657 -2.6253 -2.4077
C 3.8405 -2.9595 -1.9213
C 3.8966 -2.4892 -0.6297
C 5.0446 -2.5438 0.3300
C 2.1087 -2.8160 -3.8424
C 2.9236 -1.8440 -4.7143
C 0.6303 -2.5021 -4.0332
C 2.4122 -4.2478 -4.3015
N 1.1458 -1.7239 1.6765
N -0.0722 -1.9389 1.0868
C -0.8724 -2.4792 2.0230
C -0.1489 -2.6083 3.2165
C 1.1214 -2.1278 2.9588
C 2.2886 -2.0596 3.8955
C -2.2948 -2.9834 1.7778
C -2.2559 -4.0648 0.6971
C -2.8435 -3.5947 3.0677
C -3.2526 -1.8778 1.3217
C 0.7939 2.7203 -1.9326
C 1.2123 4.1890 -1.9037
C 1.3392 2.0570 -3.2129
C -0.7362 2.6543 -1.9383
H 3.9753 2.4659 2.3236
H 4.5133 0.8285 1.9319
H 3.1780 1.0721 3.0575
H 2.5775 3.5498 0.3516
H 3.2919 -1.1437 1.6526
H 4.6400 -3.4516 -2.4542
H 5.8731 -3.0721 -0.1389
H 4.7806 -3.0677 1.2508
H 5.3883 -1.5437 0.6027
H 2.7356 -0.8052 -4.4212
H 2.6453 -1.9664 -5.7654
H 3.9960 -2.0332 -4.6217
H 0.4120 -1.4586 -3.8135
H -0.0059 -3.1227 -3.3997
H 0.3440 -2.6814 -5.0742
H 3.4845 -4.4584 -4.2688
H 2.0750 -4.3799 -5.3334
H 1.9086 -4.9878 -3.6821
H -0.4937 -3.0060 4.1595
H 1.9924 -2.4718 4.8586
H 2.6292 -1.0336 4.0524
H 3.1396 -2.6344 3.5237
H -1.5683 -4.8668 0.9760
H -1.9327 -3.6547 -0.2554
H -3.2526 -4.4987 0.5626
H -2.2169 -4.4189 3.4192
H -3.8450 -3.9894 2.8803
H -2.9179 -2.8498 3.8672
H -2.8915 -1.3776 0.4201
H -3.3902 -1.1338 2.1095
H -4.2291 -2.3172 1.0947
H 2.3001 4.3018 -1.9385
H 0.8396 4.6898 -1.0043
H 0.7911 4.7020 -2.7721
H 2.4326 2.0204 -3.2034
H 1.0229 2.6280 -4.0914
H 0.9641 1.0361 -3.3127
H -1.1580 3.0858 -1.0266
H -1.1072 1.6367 -2.0176
H -1.1208 3.2251 -2.7905
Se -3.0880 -2.8793 -2.6859
Se -3.3455 -4.9647 -3.3376
Se -1.6103 -6.4217 -2.5511
Se -0.1827 -5.3912 -1.2454
O -1.6062 0.6655 0.2654
S -1.6981 0.8402 1.7736
C -0.4577 2.0712 2.1881
C -0.2803 2.2047 3.6858
C -0.0574 1.0843 4.4941
C 0.0869 1.2256 5.8679
C 0.0152 2.4846 6.4521
C -0.1910 3.6015 5.6547
C -0.3401 3.4599 4.2811
C -3.2284 1.7513 2.0828
C -3.3554 3.0330 1.3138
C -3.7619 3.0041 -0.0165
C -3.8736 4.1795 -0.7479
C -3.5657 5.3989 -0.1590
C -3.1636 5.4389 1.1721
C -3.0663 4.2620 1.9052
H -0.7289 3.0124 1.7061
H 0.4401 1.6759 1.7095
H 0.0195 0.0965 4.0457
H 0.2585 0.3499 6.4838
H 0.1362 2.5958 7.5223
H -0.2342 4.5874 6.1020
H -0.4846 4.3397 3.6614
H -3.2667 1.8905 3.1670
H -3.9892 1.0255 1.7913
H -3.9893 2.0507 -0.4828
H -4.2050 4.1429 -1.7796
H -3.6523 6.3183 -0.7281
H -2.9300 6.3877 1.6402
H -2.7871 4.2953 2.9547
N -1.5842 0.9571 -5.6298
C -2.0217 0.5813 -4.3991
N -3.2641 1.0191 -4.0302
O -1.3262 -0.1133 -3.6514
H -2.0871 1.5968 -6.2168
H -0.6474 0.7032 -5.8857
H -3.8997 1.4242 -4.6937
H -3.6499 0.6198 -3.1946
*
```

These are the Mulliken partial charges, in e, on atoms 1 to 8: 0.806 -1.449 0.402 -0.871 -0.628 0.640 0.723 -2.218